Here is 3 unconnected molecules or ions with the total composition C17H29FO6PS2 from the OMol25 dataset. Energies are from wB97M-V/def2-TZVPD.

```
! wB97M-V def2-TZVPD RIJCOSX def2/J DEFGRID3
* xyz -1 1
O 2.016 1.257 -1.712
C 2.870 0.560 -2.160
F 3.054 0.593 -3.485
C 3.781 -0.318 -1.424
P 4.088 -2.097 -2.194
C 2.778 -2.891 -1.010
O 1.649 -2.090 -0.605
C 0.620 -1.935 -1.469
C -0.318 -0.952 -1.127
C -1.417 -0.676 -1.925
C -1.595 -1.393 -3.103
C -0.682 -2.384 -3.448
C 0.414 -2.659 -2.640
H 3.503 -0.331 -0.375
H 4.751 0.180 -1.493
H 5.130 -2.301 -1.148
H 4.390 -3.453 -2.704
H 3.110 -1.893 -3.253
H 5.121 -1.531 -3.068
H 3.311 -3.113 -0.086
H 2.475 -3.857 -1.420
H -0.166 -0.400 -0.208
H -2.099 0.101 -1.612
H -2.441 -1.158 -3.733
H -0.848 -2.915 -4.374
H 1.123 -3.413 -2.940
C -3.161 0.513 1.403
C -4.443 0.928 2.137
C -5.634 0.416 1.318
S -5.044 -1.041 0.441
O -5.071 -0.762 -0.973
O -5.691 -2.215 0.979
C -3.356 -0.953 1.025
H -2.280 0.663 2.030
H -3.041 1.117 0.498
H -4.454 0.472 3.130
H -4.499 2.007 2.273
H -6.478 0.131 1.941
H -5.953 1.141 0.571
H -2.685 -1.298 0.241
H -3.279 -1.601 1.898
C 1.876 3.814 1.989
C 2.085 2.525 1.185
C 1.779 1.344 2.114
S 0.589 1.951 3.311
O 1.190 1.944 4.622
O -0.702 1.335 3.087
C 0.545 3.638 2.712
H 1.867 4.694 1.349
H 2.681 3.935 2.718
H 1.405 2.503 0.334
H 3.096 2.453 0.789
H 1.348 0.501 1.577
H 2.659 1.018 2.664
H 0.407 4.315 3.552
H -0.295 3.718 2.023
*
```

Results
LUMO, eV: 2.27
HOMO-LUMO gap, eV: 6.244
E_HOMO, eV: -3.979
E_tot, eV: -64058.9932